Entry 1:
Density functional theory data (the ωB97M-V functional and the def2-TZVPD basis) for a molecular structure, C38H86N4O7 at a distorted geometry.

```
135
Properties=species:S:1:pos:R:3
C -0.4420 -2.8431 2.0884
O -0.6243 -1.5460 1.5259
H -0.8782 -2.8519 3.0873
H -0.9866 -3.5248 1.4351
H 0.6115 -3.1153 2.0236
H -0.2642 -1.6527 0.6424
C 3.2460 -0.4584 -0.9428
O 1.9734 0.0541 -0.7384
H 3.1942 -1.5408 -1.0600
H 3.7204 0.0005 -1.8103
H 3.8333 -0.1718 -0.0704
H 2.0148 1.0088 -0.8302
O 0.0725 -0.7275 -0.3981
H 0.0638 -0.1131 0.3358
H 0.9198 -0.5852 -0.8202
C -1.8422 -2.2082 -0.8047
C -1.2162 -3.5134 -1.3834
C -2.0667 -4.0550 -2.4712
C -1.9311 -3.5313 -3.8160
C -0.3850 -3.5914 -4.1575
C 0.5944 -2.8758 -3.2021
N 0.1760 -3.2926 -1.8282
O 0.9151 -2.6600 -0.8127
C 1.9816 -3.3899 -3.5029
C 0.5671 -1.3228 -3.4517
C -1.1592 -4.5664 -0.1958
H -1.2928 -1.8957 0.0834
H -2.7185 -2.4740 -0.2134
H -1.8863 -1.3801 -1.5120
H -1.9133 -5.1232 -2.6246
H -3.1008 -3.9165 -2.1559
H -2.2741 -2.4969 -3.8373
H -2.4684 -3.9725 -4.6555
H -0.2974 -3.1190 -5.1359
H -0.1026 -4.6267 -4.3488
H 2.2383 -3.2060 -4.5462
H 2.7931 -3.0059 -2.8847
H 2.0355 -4.4763 -3.4341
H 0.8245 -0.7189 -2.5816
H 1.3101 -1.1469 -4.2296
H -0.4132 -0.9488 -3.7469
H -0.7779 -4.1835 0.7508
H -0.6280 -5.4705 -0.4935
H -2.1331 -4.9818 0.0632
H 0.5096 -1.7970 -0.7017
C -3.3736 -0.8539 -1.5561
C -2.9195 0.6504 -1.7458
C -1.3791 0.6842 -1.6216
C -0.6436 1.9154 -2.0560
C -1.1518 2.2885 -3.4188
C -2.7321 2.3699 -3.5494
N -3.3311 1.1238 -3.0203
O -4.7188 0.9422 -3.2062
C -3.2522 3.5973 -2.7588
C -3.1503 2.5701 -5.0694
C -3.4997 1.4527 -0.4595
H -3.3307 -1.4565 -2.4634
H -4.3648 -0.9041 -1.1053
H -2.7013 -1.2763 -0.8093
H -1.0790 0.5016 -0.5898
H -1.0232 -0.0893 -2.3021
H 0.4252 1.7031 -2.0849
H -0.7674 2.6941 -1.3034
H -0.6700 1.6569 -4.1651
H -0.7176 3.2751 -3.5807
H -3.1816 4.5351 -3.3099
H -4.2943 3.4704 -2.4655
H -2.6940 3.8327 -1.8527
H -4.2361 2.6314 -5.1435
H -2.6735 3.4441 -5.5131
H -2.8986 1.6971 -5.6715
H -3.3764 0.8237 0.4221
H -4.5822 1.5793 -0.4487
H -3.0491 2.4452 -0.4649
H -4.6851 0.2327 -3.8519
C 4.4400 -3.0617 4.4214
C 4.0440 -2.1189 3.2855
C 3.0577 -2.8985 2.4124
C 2.1998 -2.0870 1.4933
C 1.4664 -0.9618 2.2794
C 2.3486 -0.1311 3.1894
N 3.3908 -0.9372 3.8725
O 4.2368 -0.1369 4.6687
C 2.9306 1.0652 2.4033
C 1.4114 0.4299 4.2943
C 5.3220 -1.7236 2.5122
H 3.5143 -3.3413 4.9244
H 5.0677 -2.6359 5.2041
H 5.0616 -3.9001 4.1071
H 3.5787 -3.6704 1.8459
H 2.4230 -3.5469 3.0163
H 1.5211 -2.6988 0.8990
H 2.8692 -1.7781 0.6904
H 0.6179 -1.3540 2.8400
H 0.9884 -0.3176 1.5415
H 3.7182 1.5562 2.9748
H 3.3580 0.7116 1.4650
H 2.2490 1.8773 2.1504
H 0.6422 1.0586 3.8457
H 0.9918 -0.3943 4.8711
H 1.9856 1.0280 5.0020
H 5.7134 -2.5321 1.8947
H 6.1725 -1.3175 3.0598
H 5.0075 -0.9197 1.8466
H 4.8509 0.1102 3.9734
C -0.4077 5.1144 2.8940
C -1.3149 3.9025 2.5899
C -2.1182 4.2498 1.2779
C -1.3114 4.1225 -0.0100
C -0.7311 2.7129 -0.0512
C 0.1208 2.3470 1.2049
N -0.5787 2.6348 2.4816
O 0.2395 2.4279 3.6171
C 0.3197 0.8188 1.1597
C 1.5351 2.9749 1.0290
C -2.3754 3.7885 3.7609
H 0.1836 4.8957 3.7831
H -0.8827 6.0829 3.0510
H 0.3115 5.1830 2.0778
H -3.0578 3.7060 1.1794
H -2.5001 5.2646 1.3893
H -0.5463 4.8983 -0.0408
H -2.0309 4.3084 -0.8074
H -0.0146 2.7628 -0.8710
H -1.4275 1.8833 -0.1735
H 0.8305 0.4736 2.0586
H -0.6206 0.2698 1.2091
H 0.8480 0.5812 0.2364
H 2.0077 2.5402 0.1482
H 1.5250 4.0353 0.7772
H 2.0901 2.8664 1.9609
H -1.8999 3.5555 4.7137
H -2.9676 2.8935 3.5701
H -3.0239 4.6645 3.7478
H 0.8769 3.1448 3.5802
```

Computed properties:
E_tot ... -61053.827 eV
Kohn-Sham gap ... 7.0221 eV
Highest occupied orbital energy ... -7.0 eV

***

Entry 2:
Density functional theory data (the ωB97M-V functional and the def2-TZVPD basis) for 14 unconnected molecules or ions with the total composition C38H86N5O20S8 at a distorted geometry.

```
157
Properties=species:S:1:pos:R:3
N -1.3120 -0.5190 -4.2183
H -0.5259 0.1111 -4.1477
H -1.9318 -0.3765 -5.0029
H -1.8029 -0.3624 -3.3496
H -0.9276 -1.4502 -4.1459
N 4.3977 -0.5341 3.0926
H 3.6494 -1.2100 3.1504
H 4.1155 0.2748 2.5577
H 5.2105 -0.9362 2.6478
H 4.5628 -0.2020 4.0321
N -2.2050 -2.7175 3.1779
H -1.5989 -2.2100 3.8065
H -2.2242 -3.6993 3.4144
H -1.8561 -2.5586 2.2435
H -3.1368 -2.3277 3.1759
N 2.4035 3.5391 1.9648
H 3.4069 3.4409 2.0248
H 2.0447 3.5100 2.9085
H 2.0564 2.8719 1.2906
H 2.2032 4.4500 1.5772
N -4.3144 -2.0794 -0.9701
H -3.8493 -2.8679 -1.3966
H -4.2120 -2.2022 0.0272
H -5.2486 -1.9086 -1.3140
H -3.7059 -1.2968 -1.1635
C -0.5381 0.8937 -0.8998
C 0.3437 1.2503 0.0346
C 0.6597 0.3828 1.2779
O 1.6026 0.6851 2.1438
C 0.0920 -0.8096 1.5229
C -0.8582 -1.2655 0.5282
C -1.2789 -0.3774 -0.7301
O -2.2086 -0.6873 -1.5211
O -1.4664 -2.3191 0.7557
O 0.9124 2.3994 -0.1740
H -0.8085 1.5450 -1.7177
H 0.3800 -1.4988 2.3029
C 1.8623 -6.3660 1.0940
C 0.7351 -5.7108 1.9244
C 1.1427 -4.2872 2.2950
S 3.0130 -4.2822 2.6016
O 3.3722 -4.7535 3.9466
O 3.6061 -3.0402 2.1042
C 3.2333 -5.7377 1.3961
H 1.6335 -6.2389 0.0359
H 1.9093 -7.4516 1.1804
H 0.6073 -6.3128 2.8240
H -0.2321 -5.6652 1.4239
H 0.6208 -3.8135 3.1264
H 0.9966 -3.6943 1.3920
H 4.0932 -6.3428 1.6834
H 3.6409 -5.2985 0.4856
C 3.0076 -0.9803 -0.8922
C 4.5815 -1.0185 -1.0651
C 4.9077 -2.4406 -1.1059
S 3.7698 -3.1642 -2.4258
O 3.1976 -4.4053 -1.9500
O 4.2639 -3.0031 -3.7812
C 2.5413 -1.8048 -2.0716
H 2.6716 0.0447 -1.0491
H 2.7730 -1.3998 0.0861
H 5.1418 -0.4141 -0.3518
H 4.8907 -0.6064 -2.0257
H 4.5669 -2.8027 -0.1359
H 5.9675 -2.5894 -1.3127
H 1.5010 -2.1158 -1.9763
H 2.5278 -1.0690 -2.8757
C 0.8056 -0.9471 7.9611
C 0.8944 0.3307 7.1223
C 1.1489 0.0751 5.6207
S 1.2199 -1.7623 5.4114
O 2.3490 -2.0661 4.5093
O -0.0569 -2.4024 5.1720
C 1.6522 -1.9835 7.1746
H -0.1931 -1.3834 7.9793
H 1.1874 -0.7409 8.9610
H 1.6326 1.0252 7.5234
H -0.0728 0.8238 7.2190
H 2.1912 0.3517 5.4621
H 0.5347 0.2966 4.7479
H 2.7112 -1.7994 7.3555
H 1.4620 -3.0069 7.4981
C 0.2500 -5.8673 -2.3991
C -0.7596 -6.4499 -3.3481
C -1.8601 -5.4491 -3.9020
S -1.7363 -4.1066 -2.7892
O -2.9862 -3.9118 -2.1604
O -1.1090 -2.9717 -3.4513
C -0.4997 -4.8639 -1.5770
H 1.0428 -5.3883 -2.9736
H 0.7199 -6.6169 -1.7624
H -1.2708 -7.2478 -2.8096
H -0.2480 -6.8640 -4.2170
H -2.8359 -5.9321 -3.9537
H -1.7624 -5.0507 -4.9119
H -1.0747 -5.5778 -0.9872
H 0.0835 -4.2334 -0.9059
C -2.4917 6.6956 -0.6871
C -1.7411 6.0143 -1.8044
C -0.5787 5.2158 -1.1700
S 0.0914 6.5325 -0.0360
O 0.9784 7.3405 -0.8804
O 0.5939 5.9457 1.1825
C -1.4844 7.3974 0.2393
H -3.0149 5.9500 -0.0884
H -3.2760 7.4199 -0.9071
H -1.3288 6.6544 -2.5843
H -2.4638 5.3427 -2.2679
H 0.1752 4.7223 -1.7834
H -1.0319 4.5417 -0.4432
H -1.3468 8.4778 0.2815
H -1.6087 7.2295 1.3091
C -3.8705 3.2840 -4.5155
C -5.3662 3.2559 -4.2402
C -5.4994 3.3774 -2.6987
S -4.2117 2.3219 -1.9602
O -4.7570 0.9661 -1.9286
O -3.7380 3.0164 -0.7353
C -3.0856 2.4694 -3.4587
H -3.6245 4.3328 -4.3498
H -3.5498 2.9663 -5.5077
H -5.7418 2.3202 -4.6544
H -5.8799 4.1176 -4.6663
H -6.4346 3.1334 -2.1947
H -5.1209 4.3098 -2.2796
H -2.6395 1.5225 -3.7626
H -2.3418 3.1482 -3.0414
C 2.7151 1.4233 -5.6322
C 3.4015 1.8001 -4.2994
C 2.3792 2.3518 -3.2986
S 0.8602 2.8624 -4.2861
O 0.6039 4.2859 -4.1377
O -0.1755 1.8708 -4.0306
C 1.6457 2.4437 -5.8763
H 2.2466 0.4567 -5.4467
H 3.3955 1.4385 -6.4837
H 4.0023 2.6491 -4.6256
H 4.1010 1.0569 -3.9165
H 2.7582 3.2238 -2.7656
H 2.1174 1.7181 -2.4513
H 2.2542 3.3310 -6.0514
H 1.0327 2.3772 -6.7751
C -1.1192 3.3971 3.1980
C -2.3159 3.3155 2.2487
C -2.8221 1.8960 2.2800
S -2.5584 1.3403 4.0067
O -1.8043 0.0364 3.9454
O -3.7882 1.4819 4.7632
C -1.4297 2.7388 4.4857
H -0.8478 4.4512 3.2554
H -0.2050 2.9314 2.8298
H -2.0639 3.6719 1.2499
H -3.0527 4.0500 2.5736
H -2.2747 1.2971 1.5522
H -3.9005 1.8609 2.1249
H -0.6654 2.3299 5.1467
H -2.0948 3.4372 4.9936
```

Computed properties:
Charge ... +2
Multiplicity ... 2
E_tot ... -175864.166 eV
Kohn-Sham gap (alpha / beta) ... 4.0372 / 5.9763 eV
Highest occupied orbital energy (alpha / beta) ... -8.3 / -10.2 eV

***

Entry 3:
Density functional theory data (the ωB97M-V functional and the def2-TZVPD basis) for a molecular structure, C38H95MnO19 at a distorted geometry.

```
153
Properties=species:S:1:pos:R:3
Mn 2.9353 -1.8388 -3.1931
C -0.0180 -0.5610 -0.3578
C 1.4080 -0.4024 -0.8155
O 1.9564 -1.4220 -1.5760
H -0.1690 -1.4335 0.2854
H -0.6979 -0.6927 -1.2063
H -0.3171 0.3236 0.2081
H 2.0110 -0.1717 0.0863
H 1.5146 0.5606 -1.3538
C 2.1664 -4.3930 0.2449
O 1.7447 -5.4889 1.0091
C 0.4389 -5.3543 1.5195
C 0.0937 -4.0671 2.2700
O 0.5231 -4.0410 3.6103
C 1.8754 -4.3274 3.8612
H 2.3414 -3.4446 0.7591
H 1.6063 -4.2686 -0.6884
H 3.1831 -4.6815 -0.0418
H 0.1790 -6.1909 2.1717
H -0.2785 -5.4489 0.6831
H -0.9946 -4.0406 2.3116
H 0.5204 -3.2079 1.7393
H 2.5598 -3.5656 3.4430
H 2.2116 -5.3323 3.6149
H 2.0672 -4.1165 4.9167
C -3.5502 6.4051 5.1500
O -2.9681 5.4216 4.3358
C -3.8098 4.3051 4.1341
C -3.1734 3.3922 3.1236
O -3.8450 2.1531 3.2220
C -3.4223 1.1883 2.2843
H -3.5367 6.0888 6.2015
H -4.5517 6.7119 4.8411
H -2.8713 7.2596 5.1129
H -4.7976 4.6528 3.8108
H -3.9513 3.7540 5.0758
H -2.0981 3.2395 3.2636
H -3.3408 3.8139 2.1202
H -3.8906 0.2785 2.6579
H -2.3409 0.9980 2.2318
H -3.7959 1.4528 1.2888
C 1.9743 -0.3945 3.1050
O 2.6692 -0.4013 4.3487
C 1.7771 -0.3788 5.4492
C 2.6135 -0.4124 6.7216
O 1.9415 -0.9253 7.8413
C 0.8205 -0.1832 8.2534
H 2.7743 -0.1476 2.4088
H 1.1925 0.3717 3.0637
H 1.5354 -1.3864 2.9544
H 1.1083 -1.2498 5.4302
H 1.2081 0.5571 5.3897
H 3.0086 0.5916 6.9481
H 3.5073 -1.0177 6.5652
H 1.1249 0.7234 8.8017
H 0.2508 -0.7531 8.9818
H 0.2360 0.1255 7.3847
C -1.6708 3.0259 -1.5155
O -2.2792 4.1003 -0.8333
C -3.4971 4.4629 -1.4349
C -4.2539 5.5827 -0.7412
O -3.6839 6.8567 -0.8444
C -2.4677 7.0799 -0.1610
H -2.3931 2.2872 -1.8734
H -1.0169 2.5168 -0.8067
H -1.0486 3.4096 -2.3326
H -4.1678 3.5815 -1.4399
H -3.3971 4.6774 -2.5109
H -4.4490 5.3169 0.3063
H -5.1961 5.6007 -1.2933
H -2.2223 6.3604 0.6217
H -2.4686 8.0881 0.2510
H -1.6227 7.0367 -0.8621
C 4.8385 0.5220 -2.2838
O 4.7448 -0.8977 -2.3803
C 5.2950 -1.5532 -1.2407
C 5.3923 -3.0346 -1.5776
O 4.1524 -3.4790 -2.0973
C 4.2695 -4.8529 -2.4544
H 5.8790 0.8518 -2.3157
H 4.4250 0.9189 -1.3501
H 4.2566 0.9831 -3.0802
H 4.6156 -1.4630 -0.3875
H 6.2958 -1.1857 -1.0120
H 5.6766 -3.6358 -0.7103
H 6.2264 -3.1386 -2.2887
H 3.2534 -5.2499 -2.4831
H 4.6913 -5.4148 -1.6147
H 4.8389 -5.0309 -3.3634
C -3.2408 -0.5715 -7.1080
O -2.4537 -0.9803 -6.0069
C -1.5241 -0.0070 -5.5936
C -1.3641 -0.0502 -4.0930
O -2.4649 0.4692 -3.3913
C -3.5551 -0.4067 -3.1860
H -2.5929 -0.3984 -7.9728
H -3.8524 0.3062 -6.8772
H -3.9375 -1.3743 -7.3443
H -1.8186 0.9912 -5.9324
H -0.5416 -0.2326 -6.0465
H -0.4818 0.5256 -3.8005
H -1.1903 -1.1048 -3.8208
H -4.0544 -0.6184 -4.1349
H -4.2829 0.1116 -2.5630
H -3.2980 -1.3573 -2.7094
C -3.8581 -4.5668 -1.4797
O -4.1249 -3.3880 -0.7523
C -2.9551 -2.7386 -0.3128
C -3.4087 -1.6525 0.6625
O -4.3400 -2.0699 1.6102
C -3.7931 -2.7507 2.7113
H -2.9160 -4.5914 -2.0311
H -4.6650 -4.7062 -2.2029
H -3.9534 -5.4053 -0.7803
H -2.4203 -2.3018 -1.1609
H -2.3060 -3.4229 0.2594
H -3.9190 -0.8962 0.0550
H -2.5616 -1.1354 1.1349
H -3.3721 -3.7298 2.4427
H -4.5744 -2.8971 3.4510
H -2.9720 -2.1812 3.1750
C 0.6943 -3.9742 -3.5171
O 1.9108 -3.4234 -4.0332
C 2.4299 -4.0776 -5.1966
C 3.5959 -3.2686 -5.7781
O 4.3883 -2.7857 -4.7042
C 5.5234 -2.0484 -5.1755
H -0.1111 -3.8436 -4.2442
H 0.4393 -3.3635 -2.6512
H 0.8286 -5.0199 -3.2449
H 1.5934 -4.1297 -5.8983
H 2.7258 -5.1067 -4.9761
H 3.1127 -2.4740 -6.3680
H 4.1937 -3.8341 -6.4949
H 6.0565 -1.6642 -4.3154
H 5.2398 -1.2376 -5.8512
H 6.1795 -2.7219 -5.7338
C -0.2698 6.4309 2.8274
O 0.1011 7.1281 1.6759
C 1.2673 6.6270 1.0734
C 1.1021 5.2377 0.4809
O 1.7828 4.3045 1.3082
C 1.5854 2.9863 0.9132
H -1.3575 6.4533 2.9101
H 0.0732 6.7170 3.8331
H 0.0179 5.3764 2.7323
H 2.0681 6.5881 1.8246
H 1.6318 7.3239 0.3190
H 1.5482 5.1937 -0.5257
H 0.0370 5.0130 0.3375
H 0.5754 2.6197 1.1252
H 2.3134 2.3324 1.4030
H 1.8391 2.8219 -0.1495
```

Computed properties:
Charge ... +1
Multiplicity ... 6
E_tot ... -111152.755 eV
Kohn-Sham gap (alpha / beta) ... 7.6897 / 7.0732 eV
Highest occupied orbital energy (alpha / beta) ... -10.6 / -10.6 eV